[1]
DFT (ωB97M-V/def2-TZVPD) results for C29H26N7Pt as an isolated structure in a non-equilibrium geometry.

CARTESIAN COORDINATES (ANGSTROEM)
C  1.04433  -0.07044  -5.66619
C  0.08667  -3.80477  0.39394
C  -2.65538  -0.71390  2.86886
H  -2.83439  0.31432  3.15570
C  0.64248  -0.02452  -4.35027
H  1.92290  3.63711  5.19272
C  -1.22048  4.03589  -0.14661
C  -0.22625  2.35104  1.39780
H  5.01784  0.27376  -2.96488
C  2.22205  0.13664  -1.08405
C  -3.12603  -3.07052  3.14745
H  -1.25808  4.80980  0.59942
N  -0.68362  -0.01761  -4.00216
C  3.97226  0.21440  -2.68905
H  4.41917  0.13399  -5.33749
C  0.59476  -3.92111  -0.88437
C  3.00238  0.12117  -3.71138
H  0.16252  -4.45274  1.24954
N  -1.18860  0.09767  1.11271
H  1.19617  -4.72060  -1.27711
N  1.28124  0.06004  -2.00366
C  -3.29675  -1.74020  3.52945
H  -4.24091  -3.87725  4.79842
H  1.88926  0.12996  -0.05260
N  -0.61857  -2.66586  0.46218
C  -1.56615  -2.29758  1.47157
C  -1.38398  2.72261  -1.90034
C  -1.60052  4.03003  -1.46929
C  3.58951  0.22444  -1.38210
C  1.89875  3.90581  4.13784
H  -3.27382  -5.07128  3.93250
H  0.29146  -0.13892  -6.44168
H  -0.90793  -0.24467  -3.04614
H  0.71844  4.24114  1.70364
Pt  -0.63556  0.01077  -0.80854
C  -1.77799  -0.96012  1.80811
H  2.66381  -0.05158  -7.07422
C  -0.46556  1.04222  1.84772
N  -0.58303  -2.02195  -0.72833
C  0.14903  -2.78491  -1.54747
H  -1.99035  4.85244  -2.04073
C  -2.25552  -3.32934  2.10235
H  -1.54609  2.26549  -2.86234
H  -4.76390  -4.45998  3.22300
H  -2.10745  -4.34819  1.76631
C  3.37160  0.08609  -5.07347
H  0.32020  -2.46888  -2.56339
H  -1.37047  -0.26695  -4.69246
H  1.28731  1.31469  4.75198
H  0.00596  -0.29538  3.45667
C  0.85892  1.62481  3.80637
H  1.49296  4.91406  4.05703
H  4.30386  0.29030  -0.57480
C  2.39955  -0.01413  -6.02616
H  2.93071  3.93726  3.78243
C  0.13004  0.70895  3.07541
C  -3.88947  -4.17987  3.81345
H  -3.97029  -1.50430  4.34414
N  -0.80248  2.79712  0.17422
C  0.53957  3.25723  2.11984
N  -0.88638  1.99553  -0.90235
C  1.07965  2.92261  3.35041
C  1.64065  0.05816  -3.32957

Output
- energy above the lowest of the compared OMol25 structures with the same formula, charge and spin (kJ/mol) = 0.0
- lowest unoccupied orbital energy (eV) = -2.74
- HOMO energy (eV) = -9.75
- total charge = +1
- molar mass (g/mol) = 667.65

Charges per atom according to Löwdin partitioning, unit e:
1. C -0.017
2. C -0.028
3. C -0.006
4. H 0.128
5. C -0.265
6. H 0.080
7. C -0.027
8. C -0.134
9. H 0.128
10. C -0.124
11. C -0.263
12. H 0.136
13. N 0.106
14. C 0.014
15. H 0.117
16. C -0.016
17. C -0.147
18. H 0.139
19. N -0.117
20. H 0.110
21. N -0.009
22. C -0.021
23. H 0.080
24. H 0.105
25. N -0.058
26. C -0.120
27. C -0.101
28. C -0.022
29. C -0.027
30. C -0.045
31. H 0.082
32. H 0.118
33. H 0.003
34. H 0.123
35. Pt 1.146
36. C -0.258
37. H 0.114
38. C -0.245
39. N -0.111
40. C -0.116
41. H 0.109
42. C 0.021
43. H 0.104
44. H 0.089
45. H 0.123
46. C -0.039
47. H 0.109
48. H 0.109
49. H 0.119
50. H 0.119
51. C -0.028
52. H 0.081
53. H 0.115
54. C -0.062
55. H 0.086
56. C -0.012
57. C -0.042
58. H 0.120
59. N -0.056
60. C 0.018
61. N -0.126
62. C -0.271
63. C -0.143



[2]
DFT (ωB97M-V/def2-TZVPD) results for C42H43N2 as an isolated structure in a non-equilibrium geometry.

CARTESIAN COORDINATES (ANGSTROEM)
H  -1.19736  -4.98317  4.72836
H  -0.64969  -2.98373  0.19561
H  7.20694  -1.21400  -2.07595
N  -0.74045  1.16110  -2.01435
C  5.13284  1.36732  -1.85261
H  4.36544  3.77086  -1.61688
H  0.46419  -0.17581  -0.77608
C  2.91373  2.31246  1.45884
H  -0.86250  1.44905  -4.11822
H  -3.73874  -2.24083  2.89746
C  -6.29313  0.03578  -1.36365
C  1.83886  0.17183  1.08824
H  5.14836  -0.22877  1.85022
H  0.79524  2.04781  1.07523
C  -0.47550  1.96951  -3.22987
H  2.84780  3.40151  1.47200
H  -6.51319  -1.00210  -1.62659
C  6.93260  -0.34577  -1.46427
C  -1.28228  -3.19071  3.54008
C  1.76411  1.55928  1.20363
H  0.87221  -1.63692  0.48732
C  -1.35245  -1.12860  2.10515
H  1.27313  -1.58850  -2.42486
H  -6.70721  0.23707  -0.36807
C  -0.61493  -0.30765  1.27818
C  1.01163  2.07763  -3.26068
H  -0.88879  -1.82655  -1.49126
H  7.12503  -0.60795  -0.41410
H  -4.27809  -1.76479  -1.79795
H  -5.06012  1.00491  5.40555
H  -3.18824  3.80587  -0.49260
H  2.64878  3.49071  -1.35925
H  3.32148  3.61778  -3.02280
H  -0.49132  -6.42001  2.80237
C  -2.97555  1.87698  -1.35790
H  -1.59193  -2.57561  4.38904
C  0.39920  0.62296  -1.56913
C  -4.81643  0.28622  -1.40482
H  5.90766  2.13700  -1.83559
H  -0.98180  0.71684  1.17207
H  -5.42323  -1.26723  4.42231
H  -1.40046  1.37709  3.14331
H  3.09348  -1.56646  1.41409
C  2.81041  0.76910  -2.05937
H  7.58621  0.49202  -1.72844
H  -2.62388  3.86331  -2.15043
C  -3.20723  1.32823  4.33005
H  -1.50393  3.40069  -0.83995
H  2.43150  -2.57188  -1.33981
C  5.49312  0.02544  -1.67836
H  -6.82202  0.68836  -2.07058
H  -0.19303  -5.38973  0.54260
C  -4.53474  -0.68964  4.15924
C  3.04837  -0.47331  1.40808
C  -1.11076  -2.58300  2.27119
H  1.32687  3.09078  -3.00698
C  -0.66350  -5.35253  2.65427
C  -2.08996  0.83135  -1.66946
N  1.45629  1.12272  -2.22147
C  4.50280  -0.94504  -1.66478
C  -1.63703  -1.59003  -2.25941
C  0.64028  -0.57196  0.56778
H  1.43546  1.81275  -4.23679
H  -1.10806  -1.37395  -3.20050
C  -2.42121  -0.51561  2.93790
C  -4.33605  0.58795  4.70287
C  -2.54977  -0.48457  -1.83692
C  3.49491  3.22887  -2.00902
H  5.04180  2.26451  1.83320
C  -4.32832  1.57915  -1.20675
C  4.13809  1.67280  1.66745
C  -2.28136  0.79840  3.42737
H  -2.23235  -2.49773  -2.42317
C  -3.58517  -1.23484  3.29463
C  3.12596  -0.62033  -1.86050
C  -3.91217  -0.74383  -1.66794
C  4.19616  0.27755  1.66926
H  4.77173  -1.99076  -1.48880
C  -0.49887  -4.77395  1.39040
C  2.15203  -1.61645  -1.78430
C  -2.53000  3.29988  -1.20994
H  -0.97275  2.93620  -3.14827
H  -3.03895  2.32249  4.74702
C  3.79760  1.75783  -2.00614
H  -5.02210  2.38603  -0.95991
C  -0.72498  -3.40724  1.19861
C  -1.06072  -4.55247  3.73448

Output
- energy above the lowest of the compared OMol25 structures with the same formula, charge and spin (kJ/mol) = 153.7
- lowest unoccupied orbital energy (eV) = -4.80
- HOMO energy (eV) = -9.01
- total charge = +1
- molar mass (g/mol) = 575.82

Charges per atom according to Löwdin partitioning, unit e:
1. H 0.111
2. H 0.087
3. H 0.090
4. N 0.026
5. C 0.028
6. H 0.091
7. H 0.030
8. C -0.079
9. H 0.146
10. H 0.121
11. C -0.043
12. C -0.220
13. H 0.112
14. H 0.112
15. C -0.061
16. H 0.109
17. H 0.079
18. C -0.038
19. C -0.028
20. C -0.043
21. H 0.076
22. C -0.099
23. H 0.071
24. H 0.091
25. C -0.032
26. C -0.069
27. H 0.049
28. H 0.088
29. H 0.124
30. H 0.107
31. H 0.090
32. H 0.082
33. H 0.090
34. H 0.107
35. C -0.193
36. H 0.122
37. C -0.032
38. C -0.251
39. H 0.129
40. H 0.101
41. H 0.108
42. H 0.107
43. H 0.125
44. C -0.104
45. H 0.083
46. H 0.090
47. C -0.074
48. H 0.080
49. H 0.092
50. C -0.260
51. H 0.091
52. H 0.106
53. C -0.070
54. C -0.020
55. C -0.166
56. H 0.104
57. C -0.075
58. C -0.138
59. N 0.043
60. C 0.021
61. C -0.024
62. C -0.134
63. H 0.150
64. H 0.094
65. C -0.183
66. C -0.077
67. C -0.184
68. C -0.043
69. H 0.110
70. C 0.007
71. C -0.081
72. C -0.029
73. H 0.094
74. C -0.040
75. C -0.215
76. C 0.013
77. C -0.075
78. H 0.134
79. C -0.072
80. C 0.110
81. C -0.043
82. H 0.112
83. H 0.106
84. C -0.184
85. H 0.132
86. C -0.036
87. C -0.065



[3]
DFT (ωB97M-V/def2-TZVPD) results for C14H16AgF2N6O as an isolated structure.

CARTESIAN COORDINATES (ANGSTROEM)
C  1.25822  -0.47010  -2.10925
C  1.34147  1.13016  -0.68883
N  2.55990  0.52050  -0.65018
C  -3.11969  -1.93489  -2.81756
H  -2.07702  -0.27304  1.80750
C  -0.25685  3.73594  1.10607
C  1.83662  0.20097  2.86163
N  1.79154  3.04189  0.84904
H  -3.91469  -0.10778  -2.18973
C  -0.02662  -0.81761  1.60318
H  1.45647  4.70817  2.16645
H  3.14114  0.49690  0.17772
Ag  -1.61114  0.52690  -0.74706
C  2.49401  -0.52796  -1.54416
C  0.90643  -1.82241  1.21271
H  -5.05150  -1.33390  -2.79152
H  -4.43602  -3.51010  -2.99789
C  0.51477  0.19501  2.44775
C  2.22527  -1.82475  1.62727
H  2.20982  0.97496  3.52410
H  3.31227  -1.21440  -1.67006
F  4.00372  -0.81016  2.86369
O  -1.93711  -1.70705  -2.59399
F  -3.71403  1.07470  -1.34756
H  0.80472  -1.11994  -2.83890
H  2.90508  -2.61254  1.32170
H  -1.76821  -1.77791  0.83086
H  -1.15512  4.25719  1.39242
C  2.68984  -0.80058  2.43401
H  -0.14359  0.99123  2.77840
N  0.54706  0.57218  -1.56769
H  2.77680  2.89213  0.96905
C  1.02522  3.97750  1.50512
H  0.55774  -2.61743  0.56309
N  -4.10026  -1.01454  -2.73652
C  0.94199  2.26537  0.12574
N  -3.50772  -3.21474  -3.25345
C  -1.38281  -0.82198  1.17503
H  -2.79905  -3.89860  -3.04367
N  -0.29866  2.67074  0.24549

Output
- energy above the lowest of the compared OMol25 structures with the same formula, charge and spin (kJ/mol) = 142.4
- lowest unoccupied orbital energy (eV) = 2.81
- HOMO energy (eV) = -2.59
- total charge = -1
- molar mass (g/mol) = 430.19

Charges per atom according to Löwdin partitioning, unit e:
1. C -0.123
2. C -0.303
3. N 0.106
4. C -0.692
5. H 0.016
6. C -0.143
7. C -0.072
8. N 0.099
9. H 0.010
10. C -0.367
11. H 0.096
12. H 0.133
13. Ag 0.705
14. C -0.104
15. C -0.072
16. H 0.076
17. H 0.067
18. C -0.084
19. C -0.074
20. H 0.103
21. H 0.103
22. F -0.026
23. O -0.037
24. F -0.623
25. H 0.097
26. H 0.106
27. H 0.017
28. H 0.097
29. C -0.338
30. H 0.101
31. N 0.053
32. H 0.145
33. C -0.108
34. H 0.106
35. N 0.131
36. C -0.309
37. N 0.103
38. C -0.170
39. H 0.076
40. N 0.096



[4]
DFT (ωB97M-V/def2-TZVPD) results for a 2-piece molecular cluster, C2HBr2FO overall in a non-equilibrium geometry.

CARTESIAN COORDINATES (ANGSTROEM)
C  1.32189  -0.37936  0.06346
C  -0.74823  0.45560  -0.23304
O  1.80220  -0.91316  -0.83667
H  1.22831  -0.52197  1.08834
Br  -0.94981  2.13033  0.62240
F  -1.29842  0.36733  -1.44378
Br  -1.35593  -1.13877  0.73929

Output
- energy above the lowest of the compared OMol25 structures with the same formula, charge and spin (kJ/mol) = 265.8
- lowest unoccupied orbital energy (spin up / spin down) (eV) = -0.32 / -0.32
- HOMO energy (spin up / spin down) (eV) = -8.74 / -8.74
- total charge = 0
- molar mass (g/mol) = 219.84

Charges per atom according to Löwdin partitioning, unit e:
1. C -0.131
2. C -1.236
3. O 0.126
4. H 0.043
5. Br 0.661
6. F -0.105
7. Br 0.642



Here are the calculated calculated total energy numbers, same order: -44167.6917; -47222.3884; -35202.3922; -146936.7546 (eV).